# 1
Density functional theory data (ωB97M-V/def2-TZVPD) for C9H13BBaF3O13P as an isolated structure.

Its HOMO-LUMO gap is 2.0 eV. The charge is -2. As for the spin multiplicity: 1.

The geometry in XYZ format:
```
41
Properties=species:S:1:pos:R:3:forces:R:3:lowdin_charge:R:1
H -6.934 -28.372 -5.930 -0.026 0.448 -0.043 0.135
B -4.786 -24.099 -0.990 0.802 -1.026 0.699 -0.565
C -3.501 -18.398 -4.400 -0.040 -0.213 1.034 -0.298
H -5.820 -19.384 3.269 -0.002 0.398 0.172 0.136
H -4.838 -28.965 -3.936 0.607 0.501 0.206 0.161
H -5.157 -23.184 -0.423 -0.593 1.836 1.252 -0.113
H -3.919 -17.839 -2.338 0.029 0.631 -0.374 0.135
C -5.833 -19.920 0.248 -0.805 -0.809 -0.340 -0.522
H -2.183 -17.784 -2.710 0.268 -0.480 -0.085 0.130
O -4.852 -26.916 -4.508 0.467 -1.326 -0.414 0.148
C -5.867 -18.939 2.280 1.299 -0.304 -0.626 -0.059
O -9.105 -22.984 -3.898 -2.340 0.957 2.446 -0.672
O -6.471 -19.899 1.432 -0.483 0.455 0.402 0.090
H -7.190 -29.063 -4.328 0.355 -0.230 -0.071 0.130
F -4.570 -28.737 -5.885 0.284 0.237 -0.010 0.029
O -8.137 -20.595 -3.328 -0.386 0.117 0.780 -0.653
C -4.465 -18.802 1.623 -1.007 -0.675 1.185 -0.304
C -4.049 -20.289 -3.320 -0.528 -0.970 0.623 -0.542
H -5.681 -24.735 -1.302 -1.727 -1.251 -0.379 -0.125
Ba -6.879 -22.686 -2.437 -0.854 -0.087 -1.506 1.897
F -3.615 -19.742 2.168 0.164 0.180 -0.019 0.047
C -5.139 -28.272 -4.722 -1.206 -0.010 -0.251 -0.306
O -9.420 -20.976 -5.583 0.105 0.211 0.982 -0.500
O -7.288 -22.325 -4.920 2.623 1.694 -0.825 -0.688
O -4.332 -19.505 -4.379 -0.273 0.290 -1.139 0.172
H -6.322 -17.948 2.218 -0.521 -0.241 0.211 0.133
C -6.663 -28.281 -4.876 -0.401 -0.383 0.535 -0.072
H -4.233 -23.810 -1.944 1.022 0.595 -1.556 -0.072
O -6.199 -20.529 -0.689 0.327 0.366 -0.008 0.111
C -3.117 -18.293 -2.927 -0.878 -0.219 0.447 -0.057
F -2.390 -18.674 -5.164 0.188 0.121 -0.150 0.042
O -3.192 -19.662 -2.500 1.309 0.884 0.171 0.073
C -6.014 -26.246 -4.224 -0.012 1.593 1.731 -0.516
P -8.595 -21.578 -4.445 0.176 -2.608 -2.730 -0.207
H -3.994 -17.525 -4.815 -0.176 -0.132 -0.133 0.166
O -4.723 -19.138 0.312 0.917 0.761 -0.275 0.138
O -7.067 -27.073 -4.256 -0.225 -0.396 -0.995 0.098
H -4.136 -24.779 -0.296 0.993 -0.712 0.902 -0.069
O -4.498 -21.353 -3.079 0.245 0.204 -0.502 0.086
H -4.018 -17.825 1.782 0.161 0.037 -0.545 0.158
O -6.043 -25.143 -3.808 0.144 -0.441 -0.800 0.124
```
Forces are in eV/Å.

***

# 2
Density functional theory data (ωB97M-V/def2-TZVPD) for C19H43P3S2Sc as an isolated structure.

Its HOMO-LUMO gap (spin up / spin down) is 3.7 / 2.2 eV. The charge is +3. As for the spin multiplicity: 1.

The geometry in XYZ format:
```
68
Properties=species:S:1:pos:R:3:forces:R:3:nbo_charge:R:1
H -0.460 1.122 4.725 -0.069 -0.415 0.155 0.232
C 1.807 0.009 -1.978 0.052 -0.226 0.312 -0.923
H 2.548 -0.201 4.219 0.133 -0.010 0.059 0.253
H -3.699 0.334 1.206 -0.120 0.165 -0.067 0.262
C 0.173 -4.851 -6.038 -0.139 0.393 -0.039 -0.184
H -1.619 -2.708 5.130 0.323 0.113 -0.311 0.272
H 3.508 1.302 4.288 -0.124 -0.005 -0.080 0.277
C -1.921 -4.040 -6.953 0.193 0.193 0.075 -0.178
H 1.901 0.460 -2.968 0.021 -0.071 0.056 0.284
H 1.345 -3.382 -4.962 0.025 -0.151 -0.034 0.212
C -0.834 1.066 -2.073 -0.124 -0.173 0.286 -0.922
H -1.289 -0.334 -5.146 0.526 -0.468 0.037 0.154
H -2.361 -1.950 -6.580 -0.045 -0.168 -0.051 0.223
C -1.663 -2.768 -6.429 0.096 -0.193 0.205 -0.218
H 4.432 1.460 2.047 -0.287 -0.114 -0.166 0.282
H 2.363 2.708 -0.779 -0.142 0.056 -0.136 0.257
H -4.164 2.028 0.855 0.120 -0.152 -0.063 0.282
H 1.449 -1.016 -2.087 -0.003 0.075 -0.139 0.256
H 1.410 2.889 -2.276 0.016 -0.044 0.144 0.281
H 1.375 -2.422 1.669 -0.340 0.383 -0.174 0.266
H -1.215 -6.085 -7.159 0.067 0.503 0.175 0.244
P 0.647 1.011 -0.993 0.245 0.636 -1.757 0.692
C 1.114 -2.001 0.686 -0.917 -1.830 -0.875 -0.464
H -2.838 -4.224 -7.518 0.330 0.156 0.179 0.245
H -0.415 -1.876 -0.860 0.215 0.222 0.159 0.272
C -0.175 -2.041 0.195 1.300 -1.552 0.033 -0.558
H -2.774 1.452 3.709 -0.104 0.159 -0.102 0.257
H -2.499 4.103 0.986 0.201 -0.134 -0.087 0.280
H 1.803 1.282 4.804 0.088 0.082 -0.023 0.253
H 1.198 3.450 3.103 0.200 0.017 -0.071 0.249
H -3.241 3.047 3.023 0.099 -0.154 0.064 0.279
H 2.974 3.470 2.913 -0.254 -0.239 -0.139 0.282
C -3.388 1.266 0.722 0.223 -0.421 -0.082 -0.916
C -1.012 -5.086 -6.756 0.212 0.059 0.169 -0.165
H -1.006 -2.469 0.785 0.412 0.285 -0.029 0.269
C 0.434 -3.581 -5.516 -0.433 -0.089 -0.047 -0.229
Sc -0.008 0.000 1.263 -0.270 0.999 2.112 1.556
C -1.610 3.503 0.754 0.420 -0.117 -0.084 -0.909
C 3.613 0.964 1.506 -0.348 -0.372 -0.272 -0.903
H -1.555 1.811 -1.726 0.157 -0.080 -0.117 0.249
S -0.165 -1.045 -4.821 -0.486 0.534 -0.090 0.016
H -1.321 0.085 -2.083 0.007 0.111 -0.143 0.256
H -0.547 -3.420 3.874 -0.072 0.207 0.272 0.256
H -1.476 3.451 -0.331 -0.126 0.069 0.222 0.248
C -2.428 2.325 3.150 0.365 -0.273 0.246 -0.905
H -3.234 1.062 -0.342 -0.165 0.094 0.129 0.253
S -0.686 -1.031 3.668 0.159 0.023 0.457 0.144
H 0.027 -0.208 5.841 -0.316 0.069 -0.476 0.266
H 0.167 -2.615 5.318 -0.233 0.175 -0.430 0.261
H -0.519 1.306 -3.093 -0.036 0.022 0.146 0.277
H -1.616 2.790 3.716 -0.156 0.090 -0.038 0.249
H 3.580 1.322 0.469 0.094 -0.045 0.281 0.243
C -0.702 0.107 5.074 -0.285 0.520 0.296 -0.719
C 2.519 0.881 4.087 -0.415 -0.439 0.014 -0.909
C 2.031 3.116 2.472 -0.576 0.022 -0.252 -0.910
C 1.355 2.671 -1.205 0.017 0.222 0.348 -0.923
H 0.895 -5.654 -5.881 -0.230 0.260 -0.111 0.239
H 3.794 -0.118 1.492 0.150 0.200 -0.005 0.251
H 1.905 3.563 1.478 0.094 -0.055 0.231 0.250
H 0.738 3.431 -0.719 0.150 -0.082 -0.121 0.256
H 2.785 -0.014 -1.490 0.006 0.053 -0.099 0.255
C -0.504 -2.540 -5.670 -0.152 -1.128 -0.471 -0.167
P -1.837 1.842 1.494 -1.405 1.251 -0.011 0.683
H -1.721 0.115 5.494 0.498 -0.037 -0.072 0.264
P 2.018 1.279 2.375 1.767 1.111 0.591 0.690
H -0.725 3.983 1.190 -0.222 0.013 -0.057 0.255
C -0.663 -2.600 4.595 -0.061 -0.559 -0.110 -0.694
H 1.981 -1.788 0.057 -0.328 0.254 -0.019 0.264
```
Forces are in eV/Å.

***

# 3
Density functional theory data (ωB97M-V/def2-TZVPD) for a 2-piece molecular cluster, C6H12N overall.

Its HOMO-LUMO gap is 8.0 eV. The charge is +1. As for the spin multiplicity: 1.

The geometry in XYZ format:
```
19
Properties=species:S:1:pos:R:3:forces:R:3:nbo_charge:R:1
H 0.050 -2.786 -0.775 -0.593 0.562 0.050 0.256
C -0.795 -2.076 -0.938 0.899 -0.337 -0.153 -0.440
C 0.446 1.625 -0.377 -0.518 -0.582 0.967 -0.253
H 2.526 0.347 -1.538 -0.047 -0.122 1.024 0.211
C 1.457 0.752 0.275 0.124 -0.522 -0.667 -0.307
H -1.710 -2.645 -1.071 -0.016 0.128 -0.299 0.237
C -1.929 -1.162 1.019 -1.249 0.196 0.712 0.121
C -0.404 2.402 0.329 0.553 0.350 -1.584 -0.379
H -1.864 -0.417 1.812 -0.223 -0.272 0.013 0.232
H -0.161 -0.595 0.419 0.092 0.047 -0.098 0.466
H -0.507 -1.435 -1.798 -0.504 -0.417 0.529 0.255
H 0.404 1.536 -1.468 -0.028 0.419 0.285 0.217
N -0.948 -1.225 0.244 0.815 -0.324 -0.841 -0.386
H -2.836 -1.782 0.891 0.703 0.324 0.002 0.235
H 1.303 0.553 1.358 0.673 0.514 -0.543 0.209
H 3.371 -0.163 0.060 -0.443 -0.623 -0.124 0.229
C 2.465 0.181 -0.436 -0.359 1.385 0.133 -0.339
H -0.324 2.541 1.401 -0.057 -0.195 0.021 0.209
H -1.050 3.096 -0.236 0.179 -0.530 0.575 0.226
```
Forces are in eV/Å.

***

# 4
Density functional theory data (ωB97M-V/def2-TZVPD) for one molecule with the formula C5H8O.

Its HOMO-LUMO gap is 10.2 eV. As for the spin multiplicity: 1.

The geometry in XYZ format:
```
14
Properties=species:S:1:pos:R:3:forces:R:3:nbo_charge:R:1
O -1.625 -1.031 -0.345 0.165 -0.041 0.082 -0.525
H -2.668 0.741 -0.720 0.090 -0.155 0.059 0.161
H 3.644 0.997 -0.703 0.052 -0.515 -0.163 0.224
H 0.307 1.220 -0.180 -0.866 0.064 0.632 0.229
C 1.833 0.085 -0.245 0.096 -0.027 -0.067 0.131
C -0.485 -0.668 -1.097 0.284 0.033 -0.315 -0.082
H -3.344 -0.378 0.493 0.191 0.061 -0.080 0.196
H 3.636 -0.135 0.782 -0.089 0.269 0.109 0.225
H -0.796 -0.088 -1.980 -0.105 -0.158 -0.020 0.169
H -0.055 -1.614 -1.430 0.057 0.189 0.025 0.203
H -1.920 0.609 0.897 -0.058 -0.025 -0.096 0.169
C 3.103 0.317 -0.048 -0.036 -0.171 -0.037 -0.503
C 0.539 0.183 -0.389 0.349 0.259 -0.267 -0.341
C -2.416 0.045 0.096 -0.129 0.217 0.137 -0.255
```
Forces are in eV/Å.

***

# 5
Density functional theory data (ωB97M-V/def2-TZVPD) for C4H12I2O4Zn as an isolated structure.

Its HOMO-LUMO gap is 7.8 eV. As for the spin multiplicity: 1.

The geometry in XYZ format:
```
23
Properties=species:S:1:pos:R:3:forces:R:3:nbo_charge:R:1
H -1.460 -1.801 -2.695 0.209 1.027 -0.027 0.201
I -2.335 1.333 -0.997 0.509 -0.249 0.189 -0.808
H 0.094 -2.644 -2.694 -0.269 -0.236 -0.135 0.192
H 1.754 3.125 1.105 -0.458 0.784 0.909 0.186
C 0.417 1.829 2.234 0.177 0.247 -1.670 -0.089
H -0.961 0.506 2.576 -0.368 -0.458 -0.329 0.512
O -0.339 0.624 1.854 1.275 1.468 1.057 -0.789
H -1.477 -2.221 0.935 0.040 0.509 0.570 0.515
C 0.778 2.673 0.931 0.470 0.031 1.645 -0.096
O -1.018 -1.698 0.274 -0.251 -1.093 -0.685 -0.771
C -0.525 -1.932 -2.149 0.810 -0.573 0.576 -0.092
C -0.831 -2.607 -0.801 0.299 -0.736 -1.641 -0.101
Zn 0.044 0.062 -0.145 0.234 0.474 0.147 1.536
O 1.092 1.949 -0.251 -0.943 -0.422 0.227 -0.774
H 0.764 -0.625 -2.815 0.253 0.482 0.154 0.520
I 2.627 -1.218 0.509 -0.668 0.365 -0.026 -0.824
H -0.216 2.447 2.870 -0.098 0.094 -0.216 0.188
H -1.719 -3.192 -1.040 -0.442 0.142 0.487 0.184
H -0.063 -3.363 -0.637 0.356 0.420 0.705 0.196
O 0.346 -0.783 -1.965 -1.270 -0.950 -0.793 -0.796
H -0.033 3.391 0.808 0.138 -0.006 -0.527 0.198
H 1.732 2.497 -0.710 0.065 -0.515 -0.410 0.514
H 1.330 1.647 2.802 -0.068 -0.805 -0.207 0.199
```
Forces are in eV/Å.

***

# 6
Density functional theory data (ωB97M-V/def2-TZVPD) for a 2-piece molecular cluster, C18H22F3N3O4 overall.

Its HOMO-LUMO gap is 9.2 eV. As for the spin multiplicity: 1.

The geometry in XYZ format:
```
50
Properties=species:S:1:pos:R:3:forces:R:3:nbo_charge:R:1
H 5.135 -3.956 2.161 -0.273 0.123 0.094 0.237
O 0.331 2.897 -3.181 -0.414 -0.096 0.310 -0.635
N 0.848 -2.003 -0.269 -2.576 0.577 -0.986 -0.630
N -2.158 1.772 -0.754 -0.012 0.526 -0.615 -0.442
C -1.626 1.176 0.331 0.438 -0.652 0.703 0.701
H 1.234 -2.097 2.296 0.050 -0.041 0.039 0.215
C -2.434 1.149 1.614 -0.002 0.141 -0.406 -0.706
C 2.022 -2.470 0.345 0.998 -0.623 0.354 0.214
H -4.590 2.975 -2.629 0.079 0.199 0.109 0.226
H 1.979 4.090 -1.145 -0.014 0.121 -0.008 0.211
H -3.645 3.118 -0.073 -0.100 -0.178 0.161 0.203
C 4.236 -3.475 0.275 -0.550 0.226 0.514 -0.209
C -2.613 2.150 -3.056 -0.076 0.289 0.201 -0.396
H 2.322 -2.737 5.836 0.130 -0.072 -0.348 0.243
O 0.701 -3.551 -1.936 -1.421 1.386 0.388 -0.556
H -3.347 0.581 1.450 -0.186 0.090 0.100 0.233
H -2.253 2.681 -3.938 0.110 -0.271 0.072 0.247
H -4.241 1.576 -0.758 -0.128 0.034 0.186 0.196
H 1.160 -3.103 4.544 -0.013 0.137 -0.052 0.228
C -0.326 2.828 -2.147 0.583 -0.055 -0.930 0.662
F -2.076 -3.413 -1.813 1.080 1.135 0.108 -0.302
H -3.113 1.226 -3.352 0.124 0.000 -0.091 0.212
H 0.991 5.149 -0.110 -0.135 -0.171 -0.081 0.205
H 5.076 -3.854 -0.300 -0.160 0.083 0.076 0.222
H 0.907 5.293 -1.883 0.067 -0.049 0.072 0.212
C -1.492 1.825 -2.060 0.519 -0.207 -0.010 -0.131
C 4.266 -3.525 1.669 0.002 -0.010 -0.073 -0.151
O -0.515 0.649 0.327 0.039 0.195 -0.476 -0.678
C -3.575 3.004 -2.231 0.322 -0.278 0.111 -0.410
H 0.322 -1.273 0.217 0.282 -0.104 -0.122 0.444
C -1.329 -2.296 -1.593 -0.691 0.094 0.147 0.918
H -0.612 3.469 -0.260 0.095 -0.003 -0.049 0.395
F -1.444 -1.492 -2.685 0.047 -0.642 0.916 -0.314
F -1.894 -1.664 -0.527 0.225 -0.233 -0.773 -0.328
C 3.192 -3.033 2.432 -0.298 0.368 -1.359 -0.162
H -3.207 4.030 -2.185 -0.149 0.034 -0.057 0.208
H 3.101 -2.942 -1.467 -0.115 0.020 0.212 0.240
H -2.677 2.166 1.915 -0.232 0.032 0.112 0.223
H 1.969 -1.515 4.598 -0.154 -0.055 -0.056 0.226
C 1.016 4.596 -1.050 -0.074 -0.392 -0.412 -0.410
C 2.095 -2.586 4.776 0.069 0.102 -0.301 -0.713
H -1.080 0.849 -2.301 0.282 0.041 0.107 0.253
C 2.086 -2.482 1.746 0.300 -0.322 0.069 -0.215
C 0.160 -2.641 -1.306 2.838 -1.899 0.417 0.568
C 3.225 -3.133 3.911 0.724 -0.668 1.614 0.565
O 4.152 -3.695 4.484 -0.591 0.474 -0.819 -0.539
C -3.490 2.363 -0.845 -0.575 0.176 0.251 -0.214
H -1.845 0.671 2.396 0.001 0.048 -0.190 0.244
C 3.118 -2.956 -0.381 -0.041 -0.002 -0.125 -0.206
N -0.061 3.609 -1.090 -0.425 0.374 0.897 -0.602
```
Forces are in eV/Å.

***

The records above give, respectively, energy above the lowest of the compared OMol25 structures with the same formula, charge and spin values of 31.7; 0.0; 51.7; 66.9; 28.4; 0.0 kcal per mole.
The records above give, respectively, E values of -54974.6560; -90612.3933; -7897.8197; -7359.3558; -77152.4144; -39837.5834 eV.